# 1
This record from OMol25 describes a cluster of 9 separate species, C35H51N3O11 in total at a distorted geometry. The level of theory is ωB97M-V with the def2-TZVPD basis set.

Cartesian coordinates (Å):
O: -1.805166 5.685033 4.893584
C: -1.474816 4.504392 4.618505
O: -0.329833 3.935329 4.698831
C: -0.163657 2.832660 3.781040
C: -1.557181 2.262374 3.858046
C: -2.485630 3.514231 4.059757
H: 0.680545 2.146739 3.851330
H: 0.018646 3.328135 2.827431
H: -1.515732 1.671972 4.773358
H: -1.895858 1.616194 3.048205
H: -3.133883 3.077599 4.819509
H: -2.976099 3.972775 3.201108
O: 1.370338 -0.231945 3.934323
C: 0.508553 -0.863335 4.561668
O: -0.751704 -0.814263 4.256596
C: -1.607714 -1.691703 5.114097
C: -0.488765 -2.732506 5.532682
C: 0.799515 -1.903477 5.619120
H: -2.386361 -2.094129 4.466132
H: -1.957864 -0.961826 5.843998
H: -0.335876 -3.283670 4.604803
H: -0.838490 -3.341832 6.366058
H: 1.787568 -2.333852 5.455921
H: 0.834453 -1.167846 6.422685
O: -1.135103 4.442931 -2.387621
C: -0.076662 5.055742 -2.356917
O: 0.083611 6.412584 -2.306659
C: 1.410445 6.740352 -1.794358
C: 2.079838 5.509191 -1.316184
C: 1.244079 4.381733 -2.035199
H: 1.424799 7.463060 -0.978527
H: 1.843486 7.152976 -2.705577
H: 1.912329 5.356754 -0.249977
H: 3.137085 5.586075 -1.570005
H: 1.068200 3.452162 -1.493845
H: 1.768178 4.139235 -2.959651
O: 1.681366 -6.140071 -1.657413
C: 1.694619 -4.974906 -2.064197
O: 2.045659 -3.940178 -1.333229
C: 2.113052 -2.744645 -2.081251
C: 1.756158 -3.084670 -3.502892
C: 1.722713 -4.560336 -3.564412
H: 3.133438 -2.375766 -1.977071
H: 1.443057 -1.924073 -1.824587
H: 2.567822 -2.706702 -4.124541
H: 0.837696 -2.559793 -3.765634
H: 2.670169 -4.855492 -4.015327
H: 0.870437 -5.031483 -4.054055
O: 0.887068 2.101279 -5.184480
C: 1.940324 1.638762 -4.688410
O: 2.758525 2.307286 -3.862114
C: 3.774649 1.456851 -3.548827
C: 3.914699 0.441043 -4.673820
C: 2.463505 0.231184 -4.939542
H: 3.704618 1.020241 -2.552546
H: 4.697081 2.021047 -3.686255
H: 4.554337 -0.388194 -4.371632
H: 4.338828 0.843846 -5.593586
H: 1.989437 -0.339718 -4.141159
H: 2.189126 -0.160333 -5.919102
N: -0.864621 1.220043 -1.011808
C: -0.725794 1.640115 0.245416
C: 0.230177 0.768690 0.897786
C: 0.560059 -0.281405 0.018432
C: -0.066799 0.010785 -1.170498
H: -1.569366 1.558818 -1.651076
H: -1.252626 2.472582 0.687977
H: 0.441751 0.787990 1.956685
H: 1.099360 -1.161092 0.337349
H: -0.177832 -0.486356 -2.122825
N: -6.526158 3.319806 -2.403113
C: -6.444796 1.908783 -2.482838
C: -5.174068 1.485388 -2.140383
C: -4.565288 2.631922 -1.584647
C: -5.385565 3.749162 -1.817083
H: -7.235340 3.944528 -2.759315
H: -7.297680 1.364780 -2.861063
H: -4.808470 0.474038 -2.040746
H: -3.659570 2.659774 -0.997014
H: -5.374536 4.820925 -1.684351
N: -1.442141 -4.700903 0.812710
C: -1.294637 -3.353642 1.188334
C: -1.911381 -2.560790 0.210424
C: -2.550680 -3.479705 -0.597196
C: -2.193597 -4.728488 -0.342793
H: -1.156590 -5.415338 1.467043
H: -0.724379 -2.988621 2.029744
H: -2.080108 -1.494220 0.229434
H: -3.302273 -3.093312 -1.269658
H: -2.401625 -5.717415 -0.723760
C: 1.770765 -5.568561 1.572032
C: 2.376107 -4.456420 2.492824
O: 2.278664 -4.342793 3.746137
C: 2.870525 -3.261451 1.731767
H: 0.734261 -5.847240 1.762059
H: 2.276242 -6.514954 1.764208
H: 1.911711 -5.356211 0.512248
H: 3.853270 -3.467277 1.307560
H: 2.932998 -2.361298 2.343253
H: 2.046370 -3.275660 1.018560

Cartesian forces (eV/Å) of the 2 atoms listed first:
O 2.047 -3.683 -0.483
C -4.851 3.775 0.234

Computed properties:
HOMO-LUMO gap (spin up / spin down) (eV): 7.0 / 3.1
Spin multiplicity: 2
Largest force on an atom (eV/Å): 6.2
Charge: +1
HOMO level (spin up / spin down) (eV): -10.1 / -10.1

---

# 2
This record from OMol25 describes a structure of composition C35H52As3N2O2PtS2 at a distorted geometry. The level of theory is ωB97M-V with the def2-TZVPD basis set.

Cartesian coordinates (Å):
Pt: -0.068087 0.442038 0.764086
C: -1.961158 -4.253270 4.541919
C: -0.639945 -3.538514 4.823024
N: 0.042795 -3.145534 3.593929
C: 1.151867 -3.961792 3.130313
C: 0.723701 -5.157490 2.283545
C: -0.401152 -2.071215 2.921290
S: 0.202148 -1.861354 1.298420
N: -1.349386 -1.365078 3.483617
C: -1.765288 -0.122161 3.306072
O: -1.132047 0.821994 2.768408
C: -3.092786 0.160829 3.917859
C: -3.776623 1.320507 3.566201
C: -5.012342 1.595787 4.123098
C: -5.572800 0.717997 5.038303
C: -4.896771 -0.440275 5.392837
C: -3.661363 -0.719304 4.836776
H: -2.498983 -4.413407 5.474665
H: -1.791216 -5.221280 4.075885
H: -2.580870 -3.653112 3.878463
H: 0.028465 -4.190106 5.385404
H: -0.827253 -2.643088 5.416111
H: 1.699323 -4.299184 4.013296
H: 1.815869 -3.326984 2.541923
H: 0.059051 -5.817506 2.836326
H: 1.606085 -5.726703 1.997855
H: 0.215228 -4.815729 1.383923
H: -3.331559 1.993054 2.846667
H: -5.544010 2.494900 3.846543
H: -6.534488 0.938380 5.479762
H: -5.336342 -1.123987 6.105752
H: -3.125610 -1.614402 5.110929
C: -1.557298 3.944937 1.173864
As: -0.874527 2.633566 -0.102373
C: -2.335288 2.717874 -1.401901
C: 0.517032 3.754057 -0.993633
C: 1.930083 3.170778 -1.216377
C: 1.854363 1.830568 -1.934957
C: 2.667838 3.043727 0.124524
As: 2.158353 1.561637 1.336493
C: 1.809752 2.524089 2.988456
C: 3.942763 0.875081 1.782275
C: 2.704337 4.172098 -2.097747
As: 4.415746 3.782127 -3.093715
C: 5.421217 2.487084 -1.985373
C: 3.765840 2.500488 -4.459307
H: -1.853743 4.857819 0.655598
H: -0.811999 4.182715 1.930856
H: -2.427047 3.523678 1.676248
H: -2.312690 3.665085 -1.942246
H: -3.279234 2.636253 -0.861568
H: -2.277962 1.892928 -2.109979
H: 0.603101 4.660057 -0.385441
H: 0.092708 4.056379 -1.955141
H: 1.289951 1.100978 -1.352028
H: 2.848597 1.421162 -2.094313
H: 1.369689 1.956698 -2.900511
H: 2.552483 3.974270 0.688645
H: 3.732625 2.924632 -0.082250
H: 2.592977 3.259950 3.172564
H: 1.781029 1.811685 3.812478
H: 0.838495 3.011270 2.931397
H: 4.577545 1.725893 2.033211
H: 4.376926 0.328608 0.946171
H: 3.874453 0.209102 2.642043
H: 2.928393 5.065930 -1.505538
H: 2.051284 4.516108 -2.907813
H: 5.899845 2.997032 -1.150630
H: 6.212718 2.090802 -2.620608
H: 4.835769 1.649036 -1.611849
H: 2.754827 2.756575 -4.771912
H: 3.789933 1.466782 -4.119359
H: 4.407197 2.581988 -5.336093
O: -0.822378 -0.441865 -1.471884
S: -0.514785 -0.357055 -2.933894
C: 0.612495 -1.723856 -3.288770
C: 1.058215 -2.517517 -2.250391
C: 1.932487 -3.558774 -2.520709
C: 2.355817 -3.787998 -3.820339
C: 1.912967 -2.971677 -4.852173
C: 1.038786 -1.930898 -4.590870
C: -1.957249 -1.055691 -3.760488
C: -2.374318 -0.474978 -4.946822
C: -3.523947 -0.945852 -5.560360
C: -4.240966 -1.981333 -4.980731
C: -3.810333 -2.555351 -3.792662
C: -2.663357 -2.089710 -3.172667
H: 0.728277 -2.321328 -1.240672
H: 2.286234 -4.184074 -1.713022
H: 3.028631 -4.607018 -4.030721
H: 2.252505 -3.145512 -5.861951
H: 0.691726 -1.289447 -5.389593
H: -1.807414 0.336608 -5.383141
H: -3.859086 -0.503383 -6.486186
H: -5.143124 -2.341584 -5.452562
H: -4.371003 -3.363778 -3.346317
H: -2.322713 -2.513466 -2.238432

Cartesian forces (eV/Å) of the 2 atoms listed first:
Pt -0.104 0.032 0.722
C 0.163 0.037 0.014

Computed properties:
HOMO-LUMO gap (spin up / spin down) (eV): 7.8 / 6.8
Spin multiplicity: 3
Largest force on an atom (eV/Å): 1.1
Charge: +1
ΔE to the lowest compared entry with this formula, charge and spin (kcal per mole): 15.4
HOMO level (spin up / spin down) (eV): -9.6 / -10.7

---

- Among the records above, which one has the lowest largest force on an atom?
  C35H52As3N2O2PtS2

---

- The lowest largest force on an atom belongs to which entry?
  C35H52As3N2O2PtS2